No. 1
Molecular formula: C6H12ClCoO4
Method: DFT, the ωB97M-V functional and the def2-TZVPD basis

Values from the calculation:
Kohn-Sham gap (spin up / spin down) in eV: 7.1080 / 2.5875
⟨S²⟩: 3.764
Total charge: +1
Spin multiplicity: 4

The geometry in XYZ format:
```
24
C6H12ClCoO4 the ωB97M-V functional and the def2-TZVPD basis
Co 0.00806 -4.30684 -0.79197
Cl -0.32662 -2.75994 1.13263
C -1.69212 1.84829 -4.38093
O -1.82723 1.60326 -3.00061
C -2.56185 0.64866 -2.49093
O -3.21444 -0.07820 -3.19365
O -2.26144 0.53371 -1.14242
C -2.68538 -0.53761 -0.38253
H -0.81568 2.39780 -4.72444
H -2.56953 2.48063 -4.51662
H -1.66663 0.97004 -5.02601
H -2.24998 -0.62804 0.61264
H -2.54480 -1.48510 -0.90273
H -3.76686 -0.50462 -0.25058
C 2.72158 1.26509 2.71570
C 2.95173 -0.08414 3.50385
O 3.22433 0.02798 4.71844
C 2.85160 -1.39737 2.79707
H 3.00338 2.18250 3.23247
H 1.66261 1.43770 2.52367
H 3.19085 1.39487 1.74049
H 2.85956 -2.23728 3.49176
H 3.74381 -1.40561 2.17098
H 1.96505 -1.36578 2.16372
```

***

No. 2
Molecular formula: C7H9FeN10S4
Method: DFT, the ωB97M-V functional and the def2-TZVPD basis

Values from the calculation:
Kohn-Sham gap (spin up / spin down) in eV: 8.0592 / 6.1144
Energy above the lowest of the compared OMol25 structures with the same formula, charge and spin in kcal/mol: 16.0
⟨S²⟩: 8.768
Total charge: 0
Spin multiplicity: 6

The geometry in XYZ format:
```
31
C7H9FeN10S4 the ωB97M-V functional and the def2-TZVPD basis
Fe -0.11392 -0.07532 0.60662
S -0.67218 1.84944 1.82285
S -1.17267 3.22916 0.47416
S 0.36523 3.37586 -1.02133
S 1.03804 1.60073 -1.52374
N -4.62525 -1.82516 -1.20223
N -3.42397 -1.27921 -1.46073
N -2.95661 -1.13857 -2.67149
C -1.81130 -0.51023 -2.46341
N -1.60692 -0.28985 -1.16502
N -2.65249 -0.78266 -0.53994
H -4.78035 -2.66359 -1.76198
H -4.71280 -2.02638 -0.21120
H -1.14549 -0.20342 -3.24159
N -0.60192 -1.92815 1.36161
C -1.24611 -2.83686 0.98450
N -1.86099 -3.87640 0.67119
C -2.69473 -4.13667 -0.26706
N -3.46102 -4.38934 -1.09584
C 4.15509 -3.32957 1.76905
N 3.49655 -2.06944 1.56568
C 3.54354 -0.98566 2.39213
C 2.68770 -0.06297 1.86843
N 2.11551 -0.56918 0.73628
C 2.62885 -1.76997 0.58291
H 5.12149 -3.17657 2.24822
H 4.30285 -3.82441 0.81103
H 3.54408 -3.97621 2.40397
H 4.16541 -0.95051 3.26218
H 2.45558 0.92565 2.21521
H 2.41117 -2.42544 -0.23729
```

***

No. 3
Molecular formula: C5H7NOS
Method: DFT, the ωB97M-V functional and the def2-TZVPD basis

Values from the calculation:
Kohn-Sham gap in eV: 8.4458
SMILES: O[C@@H]1[C@@H]2CN[C@H]1C2=S
Energy above the lowest of the compared OMol25 structures with the same formula, charge and spin in kcal/mol: 78.1
Total charge: 0

The geometry in XYZ format:
```
15
C5H7NOS the ωB97M-V functional and the def2-TZVPD basis
O 1.93727 -0.95080 -0.16454
C 0.51155 -1.19978 -0.25731
C -0.32885 -0.03774 -1.06407
C 0.23125 1.23859 -0.42103
N 0.49783 0.60954 0.88573
C -0.32989 -0.56676 0.93985
C -1.38324 -0.30547 -0.02556
S -2.97452 -0.34518 -0.00024
H 1.88687 -0.12508 0.54559
H 0.14878 -2.13744 -0.62839
H -0.46983 0.08578 -2.10287
H 1.16701 1.51054 -0.85182
H -0.52771 2.04586 -0.31225
H 0.14386 1.20459 1.58184
H -0.51037 -1.02666 1.87508
```

***

No. 4
Molecular formula: C81H191N9O19
Method: DFT, the ωB97M-V functional and the def2-TZVPD basis

Values from the calculation:
Kohn-Sham gap in eV: 7.3137
Total charge: 0

The geometry in XYZ format:
```
300
C81H191N9O19 the ωB97M-V functional and the def2-TZVPD basis
C 0.07225 6.37859 3.50129
C -0.88572 7.62129 3.70337
C 0.01839 8.90935 3.68532
C 0.24885 9.59398 2.28216
C -0.97125 9.82195 1.56902
C -1.81047 8.59482 1.41787
N -1.94750 7.82775 2.64970
O -2.83652 6.71470 2.65995
C -3.18852 9.09328 0.99333
C -1.17650 7.75492 0.33125
C -1.52726 7.49051 5.05657
H 0.81340 6.37485 2.70204
H -0.43324 5.42213 3.36801
H 0.73629 6.38938 4.36560
H -0.42877 9.66446 4.33182
H 0.99706 8.68060 4.10720
H 0.94265 8.98606 1.70149
H 0.69790 10.55977 2.51390
H -0.76300 10.11742 0.54070
H -1.66533 10.50336 2.06097
H -3.64467 9.42572 1.92580
H -3.16059 9.82073 0.18207
H -3.93677 8.34604 0.72902
H -1.83905 6.89926 0.20098
H -1.30682 8.20654 -0.65219
H -0.13848 7.45343 0.47168
H -0.85842 7.25440 5.88422
H -2.18373 6.62050 5.07162
H -2.08037 8.38161 5.35339
H -2.24824 6.07154 2.25761
C 1.96584 3.99578 -3.42899
C 0.37241 4.18081 -3.48831
C 0.12173 5.27054 -4.52344
C -1.35850 5.50563 -4.86175
C -2.12187 4.22342 -5.20645
C -1.69304 3.02285 -4.36701
N -0.27160 2.94091 -4.01611
O 0.21540 1.72399 -3.54209
C -2.51740 2.76542 -3.11650
C -2.09262 1.87202 -5.29523
C -0.19730 4.54586 -2.18754
H 2.27542 3.14987 -2.81524
H 2.40389 4.93598 -3.09396
H 2.31521 3.73534 -4.42809
H 0.69431 6.14973 -4.22800
H 0.54020 4.85771 -5.44135
H -1.44667 5.97083 -5.84354
H -1.82940 6.05148 -4.04418
H -2.19080 4.08482 -6.28540
H -3.14995 4.26266 -4.84642
H -3.56502 2.50821 -3.27283
H -2.05232 2.14060 -2.35400
H -2.62477 3.73833 -2.63692
H -3.16432 1.69041 -5.37630
H -1.61596 1.97972 -6.26955
H -1.69144 0.98489 -4.80517
H -1.01497 5.26525 -2.14286
H 0.54835 4.97373 -1.51744
H -0.59587 3.69579 -1.63381
H 0.05185 1.79648 -2.59890
C 2.26739 -4.94190 2.89937
C 2.59195 -4.46055 4.45307
C 4.12431 -4.65841 4.77998
C 4.64429 -3.75306 6.00405
C 4.19837 -2.26259 5.77732
C 2.74796 -2.01120 5.59059
N 2.18142 -3.00855 4.62987
O 0.83949 -2.80026 4.58215
C 2.08746 -2.14041 6.95739
C 2.63985 -0.54753 5.11801
C 1.87304 -5.42322 5.42075
H 2.77034 -4.12664 2.37928
H 1.19501 -4.92842 2.70467
H 2.73440 -5.92389 2.82379
H 4.43944 -5.60585 5.21720
H 4.68701 -4.51268 3.85790
H 5.71036 -3.75704 6.23118
H 4.25896 -3.99153 6.99539
H 4.67016 -2.08146 4.81155
H 4.58791 -1.50383 6.45603
H 1.75359 -3.15910 7.15461
H 2.46153 -1.72328 7.89236
H 1.09431 -1.69314 6.99888
H 1.59967 -0.35979 4.85178
H 2.88028 0.18766 5.88597
H 3.27262 -0.39109 4.24438
H 1.84557 -6.42941 5.00253
H 0.85152 -5.11938 5.64937
H 2.33051 -5.23706 6.39243
H 0.59568 -3.02355 5.48343
C 3.77934 -0.65613 -8.30364
C 3.84968 -0.38000 -6.76072
C 2.73932 -1.35346 -6.18260
C 2.92852 -1.64216 -4.67504
C 4.24814 -2.46734 -4.44712
C 5.40810 -1.56462 -5.03733
N 5.15214 -0.81629 -6.29545
O 6.17201 -0.04017 -6.80141
C 5.75167 -0.47643 -4.03137
C 6.60203 -2.56354 -5.27120
C 3.47142 1.05541 -6.43323
H 4.45104 -0.03750 -8.89880
H 2.83444 -0.49199 -8.82165
H 4.10004 -1.68152 -8.48758
H 1.79797 -0.80721 -6.24241
H 2.60292 -2.31864 -6.67037
H 2.06938 -2.25759 -4.40817
H 2.69567 -0.93041 -3.88302
H 4.22542 -3.52784 -4.69796
H 4.16900 -2.61239 -3.36972
H 6.51343 0.22587 -4.36988
H 4.84444 0.12278 -3.95418
H 6.07869 -0.89625 -3.08009
H 7.54511 -2.20175 -5.68086
H 6.82682 -3.01289 -4.30391
H 6.27885 -3.46704 -5.78825
H 2.40194 1.21077 -6.57528
H 3.99527 1.68432 -7.15306
H 3.78229 1.24958 -5.40671
H 5.82233 0.83707 -6.62887
C 1.95033 -6.70172 -2.43222
C 2.75210 -7.10746 -1.20689
C 1.95783 -7.68442 -0.08315
C 1.38841 -9.13684 -0.30032
C 2.60923 -9.98907 -0.63690
C 3.54781 -9.47738 -1.74094
N 3.83709 -8.02748 -1.54405
O 4.82451 -7.44393 -2.44897
C 4.89541 -10.33531 -1.61573
C 2.79937 -9.76701 -3.04066
C 3.31774 -5.88308 -0.43437
H 1.35423 -7.48488 -2.90064
H 2.59879 -6.30444 -3.21309
H 1.19068 -5.94800 -2.22500
H 2.63290 -7.68252 0.77264
H 1.09769 -7.06197 0.16345
H 0.63861 -9.19014 -1.08966
H 0.89362 -9.55457 0.57649
H 2.21730 -11.00233 -0.72514
H 3.33139 -10.03616 0.17818
H 5.56502 -10.00012 -0.82366
H 4.77535 -11.39991 -1.41496
H 5.46474 -10.24777 -2.54110
H 1.73421 -9.53589 -3.03025
H 3.34472 -9.24826 -3.82908
H 2.69392 -10.85160 -3.06599
H 3.71928 -5.21171 -1.19340
H 4.18299 -6.06326 0.20358
H 2.61745 -5.21704 0.06969
H 4.49435 -7.69011 -3.31614
C 0.52712 -2.25416 -1.13354
C 1.32688 -1.35159 -0.29605
C 1.66678 -0.11130 -1.18175
C 1.74718 1.17073 -0.32287
C 0.41419 1.38897 0.37801
C -0.07124 0.18813 1.26396
N 0.65961 -0.99449 0.91539
O 0.34399 -2.09753 1.76848
C 0.31384 0.42055 2.69760
C -1.56357 -0.05850 1.09384
C 2.70562 -2.04993 0.04221
H 0.92333 -3.22957 -0.85124
H 0.93439 -2.21882 -2.14397
H -0.54688 -2.27791 -0.94899
H 2.71869 0.00760 -1.44147
H 1.24732 0.11830 -2.16126
H 1.87511 2.01232 -1.00365
H 2.50540 1.14395 0.45975
H -0.30590 1.67047 -0.39031
H 0.54845 2.26865 1.00749
H -0.04740 -0.29450 3.43674
H 1.36501 0.70538 2.74233
H -0.13146 1.37393 2.98198
H -2.18807 0.81298 1.29037
H -1.79367 -0.36275 0.07277
H -2.11130 -0.63819 1.83684
H 3.30283 -2.56204 -0.71224
H 2.56745 -2.80491 0.81616
H 3.28266 -1.24135 0.49089
H 0.95482 -2.01419 2.50437
C 5.46628 5.50671 4.19168
C 4.82378 4.12722 3.64302
C 4.28111 4.61773 2.29113
C 3.97708 3.63903 1.11310
C 5.22822 2.74849 0.90045
C 5.79523 2.12807 2.22724
N 5.94694 3.14808 3.29938
O 6.81065 2.85001 4.39783
C 4.87133 0.84711 2.63920
C 7.17943 1.52501 1.92617
C 3.67569 3.55333 4.40232
H 6.22918 5.94228 3.54643
H 6.03980 5.38677 5.11081
H 4.63277 6.15471 4.46272
H 3.37210 5.18735 2.48436
H 5.07889 5.23475 1.87769
H 3.81696 4.24094 0.21858
H 3.20336 2.92619 1.39826
H 6.00872 3.39552 0.50010
H 5.05519 1.97787 0.14925
H 3.80678 1.05765 2.74169
H 4.92960 0.12421 1.82549
H 5.11728 0.59557 3.67087
H 7.24410 1.24572 0.87455
H 7.97669 2.24523 1.74246
H 7.65702 0.82479 2.61152
H 4.15322 3.17045 5.30424
H 3.32041 2.69188 3.83682
H 2.86283 4.26649 4.53928
H 6.37932 2.21362 4.97278
C -7.05163 2.36662 0.32219
C -5.76835 2.64614 0.99327
C -5.44680 4.21605 0.91422
C -6.38740 4.96979 1.89005
C -6.19659 4.43906 3.32332
C -6.55237 2.96191 3.43399
N -5.79002 2.25951 2.38173
O -5.91652 0.91322 2.57850
C -5.95635 2.39255 4.75114
C -8.06947 2.59126 3.63366
C -4.66103 1.95427 0.13606
H -7.05662 1.28471 0.18968
H -6.95473 2.72421 -0.70291
H -7.94917 2.67672 0.85733
H -4.38300 4.40194 1.06213
H -5.59513 4.46770 -0.13591
H -7.45129 4.88005 1.67055
H -6.18640 6.04110 1.88944
H -6.87124 5.04409 3.92903
H -5.22970 4.59770 3.80087
H -4.87506 2.52544 4.78663
H -6.26303 2.78166 5.72203
H -6.13786 1.32379 4.86476
H -8.20427 1.53713 3.87600
H -8.50140 3.27034 4.36877
H -8.71827 2.90050 2.81419
H -3.63651 2.28420 0.30815
H -4.81157 2.29659 -0.88778
H -4.61965 0.86519 0.15296
H -5.00760 0.69589 2.79811
C -7.33903 -2.61687 -5.74597
C -6.03805 -1.82442 -6.10828
C -6.05561 -0.53939 -5.28754
C -5.73644 -0.79134 -3.80890
C -4.43058 -1.46393 -3.66237
C -4.16618 -2.71004 -4.48294
N -4.73813 -2.53135 -5.83335
O -4.52493 -3.65231 -6.60370
C -2.63746 -2.84233 -4.58662
C -4.90465 -3.81581 -3.69839
C -6.10068 -1.32431 -7.61584
H -8.20191 -2.01513 -6.03137
H -7.45367 -2.73159 -4.66810
H -7.32218 -3.53916 -6.32666
H -5.23669 0.09625 -5.62435
H -6.97532 0.03748 -5.19034
H -6.53534 -1.29120 -3.26119
H -5.82809 0.17842 -3.31974
H -4.37358 -1.74781 -2.61153
H -3.68371 -0.67036 -3.68554
H -2.19844 -2.07967 -5.22981
H -2.23013 -2.79661 -3.57662
H -2.35013 -3.81663 -4.98194
H -4.34800 -4.35602 -2.93261
H -5.78874 -3.41932 -3.19912
H -5.36506 -4.57959 -4.32510
H -5.96221 -2.14308 -8.32191
H -5.40789 -0.53410 -7.90519
H -7.10201 -1.01978 -7.92032
H -3.83845 -3.44792 -7.24289
O -4.16407 -0.98177 4.10842
H -3.58108 -1.73272 3.99689
H -3.85638 -0.55582 4.90850
O -2.12015 -3.27614 1.10093
H -2.82662 -2.63357 1.03580
H -1.31862 -2.76254 1.00093
O -1.54118 -2.61791 6.54042
H -1.52017 -1.66446 6.45853
H -1.54935 -2.93619 5.63772
O -2.67546 0.06853 6.25795
H -2.20837 0.89026 6.40900
H -3.12489 -0.10750 7.08455
O -1.72068 2.35224 7.38816
H -2.66469 2.34395 7.54630
H -1.43229 3.20932 7.70196
O -3.83146 -5.21221 1.94127
H -4.26003 -5.46186 1.12260
H -3.35033 -4.41312 1.72632
O -2.76223 -6.80929 -2.44635
H -2.46395 -6.67669 -1.54653
H -2.00695 -7.18799 -2.89621
O -4.43932 -1.75891 1.30069
H -4.34986 -1.70907 2.25239
H -5.38150 -1.69446 1.14452
O -1.86052 -6.38195 0.32512
H -1.70516 -5.84619 1.10298
H -2.64886 -6.00912 -0.06953
O -2.24772 -3.61562 4.24628
H -1.85334 -3.56768 3.37542
H -2.83032 -4.37394 4.20448
```

***

> What is the total charge in the first record?

+1

***

> Which of these has the highest total charge?

C6H12ClCoO4

***

> Look up the total charge of the second one.

0

***

Repeat the first record exactly.
Molecular formula: C6H12ClCoO4
Method: DFT, the ωB97M-V functional and the def2-TZVPD basis

Values from the calculation:
Kohn-Sham gap (spin up / spin down) in eV: 7.1080 / 2.5875
⟨S²⟩: 3.764
Total charge: +1
Spin multiplicity: 4

The geometry in XYZ format:
```
24
C6H12ClCoO4 the ωB97M-V functional and the def2-TZVPD basis
Co 0.00806 -4.30684 -0.79197
Cl -0.32662 -2.75994 1.13263
C -1.69212 1.84829 -4.38093
O -1.82723 1.60326 -3.00061
C -2.56185 0.64866 -2.49093
O -3.21444 -0.07820 -3.19365
O -2.26144 0.53371 -1.14242
C -2.68538 -0.53761 -0.38253
H -0.81568 2.39780 -4.72444
H -2.56953 2.48063 -4.51662
H -1.66663 0.97004 -5.02601
H -2.24998 -0.62804 0.61264
H -2.54480 -1.48510 -0.90273
H -3.76686 -0.50462 -0.25058
C 2.72158 1.26509 2.71570
C 2.95173 -0.08414 3.50385
O 3.22433 0.02798 4.71844
C 2.85160 -1.39737 2.79707
H 3.00338 2.18250 3.23247
H 1.66261 1.43770 2.52367
H 3.19085 1.39487 1.74049
H 2.85956 -2.23728 3.49176
H 3.74381 -1.40561 2.17098
H 1.96505 -1.36578 2.16372
```